Record 1
{
  "formula": "C6H7N2",
  "method": "ωB97M-V/def2-TZVPD",
  "symbols": ["C", "C", "C", "C", "C", "C", "N", "N", "H", "H", "H", "H", "H", "H", "H"],
  "positions_angstrom": [[1.595, 1.278, -0.121], [2.408, -0.916, 0.035], [-0.222, -0.176, 0.120], [-1.493, -0.520, 0.082], [2.888, 0.660, -0.133], [-2.668, 0.432, -0.129], [1.292, -1.376, 0.050], [0.440, 0.968, 0.160], [3.437, -1.399, 0.020], [-1.604, -1.551, 0.304], [3.319, 0.761, -1.144], [3.620, 0.835, 0.674], [-3.476, 0.160, 0.628], [-3.117, 0.263, -1.185], [-2.242, 1.500, -0.032]],
  "atomic_forces_ev_per_a": [[-3.67, -1.22, 2.01], [1.62, 0.67, -0.55], [1.38, -1.56, -0.20], [0.32, 0.49, 0.13], [-0.60, 0.61, -0.44], [0.21, 0.17, -0.21], [-2.79, -0.20, 0.69], [5.41, 2.58, -1.92], [-1.61, -0.17, 0.05], [-0.61, -1.06, -0.35], [0.18, -0.12, 0.50], [-0.52, 0.37, -0.35], [1.07, 0.71, -0.96], [0.85, 0.31, 1.74], [-1.22, -1.59, -0.13]],
  "de_lowest_ev": 4.929,
  "orbital_gap_ev": [8.590, 8.589],
  "e_lumo_ev": [-5.90, -5.90],
  "total_charge": 1,
  "fmax_ha_per_bohr": 0.1224,
  "homo_ev": [-14.487, -14.487],
  "spin_multiplicity": 1
}

---

Record 2
{
  "formula": "C6H13FN",
  "method": "ωB97M-V/def2-TZVPD",
  "symbols": ["C", "C", "C", "C", "C", "C", "N", "F", "H", "H", "H", "H", "H", "H", "H", "H", "H", "H", "H", "H", "H"],
  "positions_angstrom": [[-2.121, 0.214, -0.164], [-1.178, 1.078, -0.484], [-1.628, -1.279, -0.135], [-3.571, 0.471, 0.203], [3.102, -0.357, 1.261], [2.693, 0.391, 0.125], [2.837, 0.085, -1.164], [0.119, 0.826, -0.758], [-1.626, -1.581, 0.859], [-0.618, -1.393, -0.580], [-2.350, -1.863, -0.600], [-3.850, 0.183, 1.131], [-4.200, 0.081, -0.565], [-3.832, 1.453, -0.005], [3.836, -1.136, 0.988], [2.254, -1.022, 1.723], [3.664, 0.346, 1.866], [2.368, 1.453, 0.287], [2.598, 0.759, -1.815], [-1.395, 2.113, -0.622], [2.896, -0.821, -1.553]],
  "atomic_forces_ev_per_a": [[1.50, -2.67, 0.22], [-2.16, 1.47, 0.17], [0.62, 2.80, -0.64], [2.15, 0.39, -3.63], [-0.01, -3.21, 0.74], [-0.05, 1.72, -3.64], [-0.58, 0.20, 4.11], [0.64, -0.73, -0.12], [0.27, -0.70, 1.98], [-0.79, -0.04, 0.21], [-1.09, -1.21, -1.21], [-0.73, -1.03, 2.88], [-0.47, -1.45, -0.36], [-0.06, 2.50, 0.47], [-0.25, 0.24, -0.21], [1.28, 1.89, -0.30], [-0.58, -0.07, 0.94], [0.26, -1.11, -0.26], [-0.73, 1.72, -1.46], [0.12, 0.69, 0.05], [0.67, -1.39, 0.06]],
  "de_lowest_ev": 0.443,
  "orbital_gap_ev": 7.256,
  "e_lumo_ev": -5.15,
  "total_charge": 1,
  "fmax_ha_per_bohr": 0.0824,
  "homo_ev": -12.403,
  "spin_multiplicity": 1
}

---

Record 3
{
  "formula": "C5H10O",
  "method": "ωB97M-V/def2-TZVPD",
  "symbols": ["C", "C", "C", "C", "C", "O", "H", "H", "H", "H", "H", "H", "H", "H", "H", "H"],
  "positions_angstrom": [[-1.328, -0.771, -1.139], [-1.017, -0.581, 0.341], [0.816, 0.110, 1.343], [1.992, -0.075, 0.451], [-0.298, 0.781, 0.661], [-0.085, 1.500, -0.552], [-0.416, -0.749, -1.742], [-1.990, 0.014, -1.513], [-1.815, -1.742, -1.284], [-1.919, -0.645, 0.955], [-0.390, -1.419, 0.684], [2.653, 0.744, 0.787], [2.540, -0.996, 0.666], [1.837, 0.066, -0.627], [-0.927, 1.380, 1.327], [0.314, 2.353, -0.306]],
  "atomic_forces_ev_per_a": [[0.02, 0.02, -0.08], [-0.12, -0.17, 0.06], [0.02, 0.15, -0.32], [-0.01, -0.11, -0.02], [-0.09, -0.10, 0.35], [0.32, 0.62, 0.09], [-0.14, -0.01, 0.06], [0.09, -0.09, 0.05], [0.08, 0.16, 0.03], [0.15, 0.03, -0.07], [-0.05, 0.03, -0.04], [-0.07, -0.06, 0.02], [-0.04, 0.16, 0.01], [0.01, -0.05, 0.15], [0.08, -0.09, -0.06], [-0.25, -0.47, -0.23]],
  "de_lowest_ev": 3.841,
  "orbital_gap_ev": 8.935,
  "e_lumo_ev": 0.67,
  "total_charge": 0,
  "fmax_ha_per_bohr": 0.0137,
  "homo_ev": -8.263,
  "spin_multiplicity": 1
}

---

Record 4
{
  "formula": "C5H7NO",
  "method": "ωB97M-V/def2-TZVPD",
  "symbols": ["O", "C", "N", "C", "C", "C", "C", "H", "H", "H", "H", "H", "H", "H"],
  "positions_angstrom": [[-2.660, -0.328, -0.788], [-2.143, 0.547, -0.121], [-1.023, 0.384, 0.636], [-0.252, -0.842, 0.571], [0.800, -0.818, -0.547], [1.763, 0.272, -0.364], [2.530, 1.182, -0.176], [-2.557, 1.570, -0.049], [-0.575, 1.208, 1.011], [-0.957, -1.658, 0.391], [0.229, -1.005, 1.540], [1.329, -1.778, -0.569], [0.288, -0.707, -1.510], [3.229, 1.974, -0.025]],
  "atomic_forces_ev_per_a": [[0.19, 0.28, 0.21], [-0.02, -0.09, -0.02], [-0.05, 0.04, -0.14], [-0.02, -0.10, 0.12], [-0.03, -0.05, -0.05], [0.33, 0.40, 0.08], [-0.31, -0.39, -0.08], [0.03, -0.14, -0.03], [-0.11, -0.10, -0.06], [0.13, 0.10, 0.01], [-0.05, 0.02, -0.15], [-0.06, 0.13, 0.01], [0.09, 0.01, 0.11], [-0.12, -0.12, -0.03]],
  "de_lowest_ev": 1.679,
  "orbital_gap_ev": 10.728,
  "e_lumo_ev": 0.89,
  "total_charge": 0,
  "fmax_ha_per_bohr": 0.0103,
  "smiles": "C#CCCNC=O",
  "homo_ev": -9.835,
  "spin_multiplicity": 1
}

---

Record 5
{
  "formula": "C15H34BaO6PS2",
  "method": "ωB97M-V/def2-TZVPD",
  "symbols": ["C", "C", "C", "C", "P", "C", "C", "C", "O", "O", "C", "C", "C", "C", "S", "C", "C", "C", "C", "S", "O", "O", "O", "O", "H", "H", "H", "H", "H", "H", "H", "H", "H", "H", "H", "H", "H", "H", "H", "H", "H", "H", "H", "H", "H", "H", "H", "H", "H", "H", "H", "H", "H", "H", "H", "H", "H", "H", "Ba"],
  "positions_angstrom": [[2.556, 1.496, 1.049], [3.435, 1.437, -0.251], [3.204, 2.694, -1.194], [3.434, 0.065, -1.003], [1.781, -0.745, -1.407], [2.628, -2.473, -1.495], [1.562, -3.556, -1.748], [0.980, -4.030, -0.401], [1.907, -3.884, 0.734], [1.361, -1.285, 0.254], [0.002, -0.826, 0.327], [-0.527, -0.569, 1.796], [-2.071, -0.914, 1.781], [-2.892, 0.029, 2.750], [-2.174, -0.173, 4.456], [-0.447, 0.235, -0.810], [-1.120, 1.572, -0.304], [-2.108, 2.090, -1.420], [-3.555, 1.567, -1.080], [-4.363, 2.696, 0.140], [-5.110, 1.930, 1.180], [-3.324, 3.513, 0.819], [-5.385, 3.721, -0.642], [0.804, 0.711, -1.365], [2.974, 2.229, 1.778], [1.482, 1.674, 0.848], [2.655, 0.501, 1.549], [4.482, 1.580, 0.123], [3.919, 3.507, -0.952], [3.226, 2.407, -2.264], [2.192, 3.082, -0.934], [3.962, 0.226, -1.974], [4.107, -0.621, -0.427], [2.027, -0.615, -2.839], [0.536, -1.380, -1.787], [3.276, -2.677, -0.610], [3.335, -2.476, -2.365], [0.718, -3.257, -2.404], [2.048, -4.425, -2.256], [0.700, -5.148, -0.443], [0.009, -3.472, -0.168], [1.535, -3.234, 1.370], [-0.577, -1.781, 0.079], [0.041, -1.168, 2.539], [-0.420, 0.514, 2.035], [-2.275, -1.957, 2.137], [-2.420, -0.800, 0.731], [-3.974, -0.205, 2.746], [-2.762, 1.084, 2.440], [-0.970, 0.486, 4.310], [-1.191, -0.147, -1.555], [-1.688, 1.477, 0.643], [-0.309, 2.318, -0.185], [-1.821, 1.735, -2.435], [-2.072, 3.202, -1.466], [-4.185, 1.500, -1.993], [-3.437, 0.566, -0.622], [-5.880, 4.191, 0.047], [0.182, -4.219, 2.133]],
  "atomic_forces_ev_per_a": [[0.77, -0.77, 0.09], [0.82, 0.89, 0.06], [-0.83, -0.50, 1.03], [0.36, 0.95, 0.76], [2.09, -1.32, -3.59], [0.65, 0.25, -1.11], [1.08, -0.95, 0.22], [-1.05, -0.64, -0.91], [0.30, -0.65, 0.14], [-2.25, 2.26, 1.13], [-1.24, -2.17, 1.03], [-0.63, 0.60, -1.58], [0.04, 0.91, 0.75], [1.31, -0.32, -0.51], [0.00, 0.25, -0.26], [1.01, 2.33, 1.25], [-0.12, 0.04, -0.79], [-0.13, 0.21, 0.72], [0.35, 0.91, -1.30], [0.52, 0.69, 5.16], [0.66, 0.79, -3.00], [-1.46, -1.20, -2.28], [1.28, -1.70, -0.15], [-1.03, -1.84, 0.98], [-0.50, -0.22, -0.67], [0.67, 0.05, 0.09], [-0.23, 0.67, -0.26], [-0.68, -0.34, -0.26], [-0.30, -0.57, -0.36], [0.08, 0.34, 0.61], [0.56, -0.11, -0.59], [-0.53, -0.22, 0.61], [-0.77, 0.30, -0.28], [-0.09, 0.33, 0.27], [-0.01, -0.39, 0.09], [-0.71, -0.01, -0.62], [-0.61, -0.01, 0.58], [0.51, 0.17, 0.47], [-0.47, 0.36, 0.55], [0.48, 1.20, 0.14], [1.08, -0.14, -0.56], [3.93, 2.85, -3.41], [-0.14, 0.69, -0.12], [-0.09, 0.32, -0.21], [0.21, -0.83, 0.19], [0.17, 0.39, -0.43], [0.01, -0.23, 0.69], [0.69, 0.11, 0.30], [-0.22, -0.57, 0.23], [-0.97, -0.35, -0.17], [1.02, -0.51, 0.45], [0.40, 0.15, -0.54], [-0.55, -0.51, 0.20], [-0.13, 0.04, 0.70], [-0.23, -0.78, 0.09], [0.18, 0.06, 0.73], [-0.68, 0.71, 0.08], [0.02, -0.03, 0.17], [-4.64, -1.92, 3.39]],
  "orbital_gap_ev": 4.476,
  "e_lumo_ev": -5.45,
  "total_charge": 1,
  "fmax_ha_per_bohr": 0.1178,
  "homo_ev": -9.931,
  "spin_multiplicity": 1
}